Entry 1:
C3H7O2 | ωB97M-V/def2-TZVPD

The gap between HOMO and LUMO comes out at 0.274 Ha. Its total charge is +1.

Each line ends with the Löwdin charge.
Element x y z (Å)
C -2.64 1.89 -1.66  -0.0755
C 1.02 -1.43 1.02  0.0140
C 1.77 -0.25 0.66  -0.0055
O 1.32 0.68 -0.15  0.2000
O -1.71 1.25 -1.19  -0.0717
H -2.98 1.72 -2.79  0.1373
H -3.20 2.45 -0.94  0.0755
H 0.79 -1.90 0.03  0.1564
H 0.08 -1.38 1.51  0.1095
H 1.81 -2.00 1.63  0.1373
H 2.86 -0.39 0.65  0.1735
H 0.34 0.78 -0.27  0.1493

***

Entry 2:
C3H7O2 | ωB97M-V/def2-TZVPD

The gap between HOMO and LUMO (spin up / spin down) comes out at 0.297 / 0.352 Ha. Its total charge is +1.

Each line ends with the Löwdin charge.
Element x y z (Å)
C -2.15 0.10 -0.13  0.1326
C 1.43 0.54 -0.25  0.0435
C 0.16 -0.15 0.07  -0.3788
O 0.03 -1.46 0.08  0.1952
O -0.96 0.56 0.00  0.0408
H -2.94 0.84 -0.11  0.1198
H -2.37 -0.96 -0.19  0.1184
H 1.54 0.60 -1.34  0.1288
H 2.29 0.01 0.15  0.1126
H 1.42 1.56 0.13  0.1121
H -0.05 0.59 2.37  0.2017
H 0.86 -1.95 0.05  0.1732

***

Entry 3:
C3H7O2 | ωB97M-V/def2-TZVPD

The gap between HOMO and LUMO (spin up / spin down) comes out at 0.521 / 0.308 Ha. Its total charge is +1. The expectation value of S² is 2.007. Its multiplicity is 3.

Each line ends with the Löwdin charge.
Element x y z (Å)
C 0.42 -0.55 -1.08  -0.0194
C -0.41 0.51 1.10  0.0063
C -0.08 0.66 -0.45  -0.2297
O 0.55 2.91 -0.47  0.3493
O 0.81 1.83 -0.06  0.0369
H 0.73 -0.59 -2.05  0.0695
H -0.34 -1.28 -0.88  0.1183
H 1.38 -0.99 -0.59  0.1587
H -1.27 1.12 1.49  0.1201
H 0.51 0.60 1.70  0.1089
H -0.70 -0.58 1.29  0.1186
H -0.82 1.05 -1.14  0.1624

***

Entry 4:
C3H7O2P | ωB97M-V/def2-TZVPD

The gap between HOMO and LUMO (spin up / spin down) comes out at 0.279 / 0.279 Ha.

Each line ends with the Löwdin charge.
Element x y z (Å)
C 0.87 -1.23 -0.39  -0.2541
C -0.39 0.20 0.85  -0.1983
C -1.09 0.88 -0.26  -0.0300
O 0.25 -0.89 0.79  -0.1120
O 1.76 1.25 0.33  -0.5732
P 2.46 0.09 -0.12  0.6575
H 1.22 -2.22 -0.18  0.0877
H 0.49 -0.90 -1.27  0.0327
H -0.70 0.35 1.89  0.1495
H -1.85 0.24 -0.68  0.0903
H -0.13 1.13 -0.95  0.1393
H -1.39 1.78 0.18  0.0673
H 3.04 -0.44 1.23  -0.0569

***

Entry 5:
C3H7O2S | ωB97M-V/def2-TZVPD

The gap between HOMO and LUMO comes out at 0.282 Ha. Its total charge is -1.

Each line ends with the Löwdin charge.
Element x y z (Å)
C 1.37 -1.90 0.01  -0.4917
S 1.20 -2.82 -1.56  0.5476
H 1.60 -2.62 0.80  0.0136
H 2.20 -1.20 -0.07  0.0170
H 0.44 -1.38 0.19  -0.0154
H 0.40 -1.91 -2.15  -0.1705
O -1.09 0.02 -0.32  -0.1032
C -0.55 0.95 0.32  -0.7884
O 0.58 0.99 0.85  -0.0939
C -1.40 2.25 0.47  -0.0575
H -0.94 3.02 -0.15  0.0501
H -2.41 2.03 0.11  0.0448
H -1.41 2.58 1.51  0.0472

***

Entry 6:
C3H7O2S | ωB97M-V/def2-TZVPD

The gap between HOMO and LUMO comes out at 0.253 Ha. Its total charge is -1.

Each line ends with the Löwdin charge.
Element x y z (Å)
C -2.66 0.05 1.11  -0.4554
S -1.32 1.35 1.44  0.6477
C -0.75 1.75 -0.33  -0.3659
H -3.49 0.57 0.53  0.0220
H -2.67 -1.05 0.72  0.0549
H -3.04 -0.25 2.20  0.0396
H -1.42 2.51 -0.47  -0.0506
H -0.74 0.86 -0.91  0.0111
H 0.31 2.19 -0.47  0.0721
O 3.42 -1.96 -1.34  -0.2023
C 2.25 -1.45 -1.56  -0.6759
O 1.22 -1.52 -0.85  -0.1772
H 1.97 -0.65 -2.34  0.0797

***

Entry 7:
C3H7O3 | ωB97M-V/def2-TZVPD

The gap between HOMO and LUMO comes out at 0.328 Ha. Its total charge is -1.

Each line ends with the Löwdin charge.
Element x y z (Å)
C -0.15 -1.13 -1.60  -0.3774
O -0.80 0.11 -1.81  -0.1465
C -0.55 -1.73 -0.28  -0.1029
H 0.95 -0.99 -1.63  0.1045
H -0.39 -1.75 -2.49  0.0959
H 0.06 -2.59 -0.06  0.0554
H -1.61 -1.98 -0.21  0.0656
H -0.39 -1.00 0.53  0.0475
O 0.61 0.41 2.32  -0.1317
C 0.55 1.34 1.47  -0.5758
O 0.42 1.28 0.19  -0.1599
H 0.73 2.38 1.87  0.0888
H -0.26 0.69 -1.19  0.0364

***

Entry 8:
C3H7O3 | ωB97M-V/def2-TZVPD

The gap between HOMO and LUMO comes out at 0.309 Ha. Its total charge is -1.

Each line ends with the Löwdin charge.
Element x y z (Å)
C 0.29 1.93 0.09  -0.0438
C 0.57 0.77 -0.90  -0.7759
O 1.03 -0.29 -0.36  -0.1307
O 0.42 0.97 -2.11  -0.0653
H -0.71 2.32 -0.10  0.0572
H 1.05 2.69 -0.08  0.0569
H 0.31 1.51 1.09  0.0506
C -0.81 -1.92 1.81  -0.2084
O -1.30 -1.12 0.76  -0.1655
H -0.51 -0.85 0.22  0.0265
H 0.17 -1.56 2.16  0.0710
H -1.58 -1.96 2.58  0.0615
H -0.54 -2.93 1.45  0.0660

***

Entry 9:
C3H7O3 | ωB97M-V/def2-TZVPD

The gap between HOMO and LUMO comes out at 0.330 Ha. Its total charge is -1.

Each line ends with the Löwdin charge.
Element x y z (Å)
O 2.43 -0.23 0.38  -0.1389
C 2.28 -1.00 -0.62  -0.6378
O 1.25 -1.28 -1.24  -0.1025
H 3.23 -1.46 -0.97  0.0858
H 0.88 0.24 1.01  0.0471
C -0.75 1.01 0.18  -0.3640
O 0.10 0.82 1.30  -0.1469
C -1.80 -0.08 0.10  -0.1150
H -0.14 1.06 -0.73  0.0990
H -1.26 1.97 0.36  0.0947
H -2.24 -0.22 1.09  0.0605
H -1.36 -1.03 -0.25  0.0589
H -2.62 0.18 -0.60  0.0590

***

Entry 10:
C3H7O4PS | ωB97M-V/def2-TZVPD

The gap between HOMO and LUMO comes out at 0.218 Ha. Its total charge is -2.

Each line ends with the Löwdin charge.
Element x y z (Å)
C -0.49 0.10 1.86  -0.2445
C -1.02 -0.84 0.86  -0.7996
C -0.05 -0.34 -1.03  -0.3852
O -0.48 2.32 -0.95  -0.3984
O 1.51 1.30 -2.48  -0.2919
O 1.79 1.39 0.10  -0.4109
O 0.67 -1.49 -1.16  -0.2570
P 0.64 1.34 -0.89  0.3044
S -0.69 -2.51 0.93  0.3882
H -0.38 -0.36 2.82  0.0267
H -1.11 0.98 1.84  0.0492
H 0.46 0.63 1.52  0.0512
H -2.16 -0.70 0.79  0.0473
H -0.96 -0.30 -1.79  0.1012
H 1.88 0.49 -2.13  -0.0372
H 0.39 -2.02 -0.30  -0.1435

***

Entry 11:
C3H7O4Tl | ωB97M-V/def2-TZVPD

The gap between HOMO and LUMO comes out at 0.045 Ha. Its total charge is +2.

Each line ends with the Löwdin charge.
Element x y z (Å)
Tl 3.79 3.71 -0.21  0.9954
O 4.48 8.45 -2.05  0.3085
H 5.20 8.98 -1.66  0.0931
C -3.00 -0.84 -0.80  -0.0159
O -2.40 -1.80 -0.01  0.0821
C -1.08 -1.71 0.28  -0.4559
O -0.30 -0.90 -0.20  0.1964
O -0.70 -2.67 1.17  0.0697
C 0.63 -2.86 1.59  0.0112
H -4.00 -1.23 -0.98  0.1223
H -2.53 -0.77 -1.78  0.1245
H -3.06 0.12 -0.30  0.1250
H 1.12 -3.65 1.03  0.1292
H 0.72 -2.88 2.68  0.1255
H 1.14 -1.96 1.25  0.0891

***

Entry 12:
C3H7OP | ωB97M-V/def2-TZVPD

The gap between HOMO and LUMO comes out at 0.375 Ha.

Each line ends with the Löwdin charge.
Element x y z (Å)
C 2.09 0.70 -0.18  -0.0731
C 0.97 0.45 0.43  -0.3205
C -1.43 -1.03 -0.56  -0.2234
O -1.13 1.61 -0.63  -0.3879
P -0.78 0.44 0.18  0.4848
H 3.07 0.42 0.15  0.0551
H 1.98 0.87 -1.27  0.0761
H 1.09 0.35 2.01  0.1794
H -0.88 -1.79 0.16  0.0819
H -2.49 -1.09 -0.18  0.0575
H -1.26 -1.22 -1.61  0.0472
H -1.22 0.30 1.51  0.0228

***

Entry 13:
C3H7OS | ωB97M-V/def2-TZVPD

The gap between HOMO and LUMO comes out at 0.243 Ha. Its total charge is -1.

Each line ends with the Löwdin charge.
Element x y z (Å)
O 1.40 -2.80 2.68  -0.0686
C 0.82 -2.07 1.91  -0.2226
H 0.85 -0.97 1.93  0.0476
H 0.23 -2.52 1.10  0.0233
C -0.71 1.57 -1.46  -0.2605
C -0.20 0.61 -0.37  -0.8453
S 0.75 -0.77 -1.06  0.1604
H -1.65 1.21 -1.85  0.0440
H 0.00 1.58 -2.28  0.0241
H -0.86 2.62 -1.20  0.0422
H -1.06 0.35 0.28  0.0345
H 0.45 1.18 0.32  0.0208

***

Entry 14:
C3H7OS | ωB97M-V/def2-TZVPD

The gap between HOMO and LUMO comes out at 0.239 Ha. Its total charge is -1.

Each line ends with the Löwdin charge.
Element x y z (Å)
C -2.41 -0.90 0.38  -0.7270
S -1.03 -0.63 1.57  0.0628
H -2.88 -1.86 0.51  -0.0283
H -2.10 -0.72 -0.66  -0.0298
H -3.18 -0.11 0.46  -0.0200
O 2.11 0.38 -2.11  -0.0145
C 1.45 0.28 -1.09  -0.3181
C 1.88 0.81 0.24  -0.1081
H 0.45 -0.17 -1.11  0.0865
H 2.75 0.33 0.68  0.0710
H 2.02 1.89 0.28  0.0724
H 0.96 0.71 0.86  -0.0470

***

Entry 15:
C3H7OS2 | ωB97M-V/def2-TZVPD

The gap between HOMO and LUMO comes out at 0.194 Ha. Its total charge is -1.

Each line ends with the Löwdin charge.
Element x y z (Å)
O -2.84 -1.57 1.10  -0.3708
C -2.79 -0.62 0.14  -0.5657
C -1.57 0.36 0.25  -0.2956
C -0.33 -0.23 -0.36  -0.5833
S 1.02 0.97 -0.79  0.3810
S 2.65 0.14 0.36  0.2345
H -2.69 -1.10 -0.85  0.0673
H -3.66 0.08 0.08  0.0688
H -1.88 1.22 -0.38  0.0838
H -1.47 0.65 1.29  0.0996
H 0.10 -1.04 0.22  0.0485
H -0.64 -0.69 -1.31  0.0584
H 2.34 -1.15 0.24  -0.2265

***

Entry 16:
C3H7PS | ωB97M-V/def2-TZVPD

The gap between HOMO and LUMO (spin up / spin down) comes out at 0.287 / 0.257 Ha.

Each line ends with the Löwdin charge.
Element x y z (Å)
C -0.42 0.84 1.04  -0.6087
C -1.08 -0.07 1.94  -0.2620
C 0.84 -0.70 -2.07  -0.5195
P 0.36 2.20 0.53  0.7932
S -0.49 -1.03 -0.92  0.5693
H -1.65 0.35 2.83  0.1097
H -1.64 -0.73 1.34  -0.0015
H -0.33 -0.74 2.37  0.0889
H 1.29 0.18 -1.58  -0.0232
H 0.36 -0.61 -2.96  -0.0292
H 1.53 -1.56 -1.92  0.0330
H 1.23 1.89 -0.59  -0.1499

***

Entry 17:
C3H7PS | ωB97M-V/def2-TZVPD

The gap between HOMO and LUMO comes out at 0.335 Ha.

Each line ends with the Löwdin charge.
Element x y z (Å)
C -1.75 1.11 1.58  -0.5499
P -1.74 0.00 2.66  0.7256
H -1.75 1.89 0.87  -0.0686
C 0.16 -0.40 -1.45  -0.1866
C 0.90 -0.80 -0.18  -0.6260
S 1.74 0.63 0.60  0.6571
H -0.34 -1.27 -1.87  0.0691
H -0.59 0.36 -1.22  0.0490
H 0.85 0.01 -2.18  0.0653
H 1.70 -1.51 -0.41  0.0603
H 0.23 -1.23 0.56  0.0262
H 0.61 1.20 1.04  -0.2214

***

Entry 18:
C3H7PS2 | ωB97M-V/def2-TZVPD

The gap between HOMO and LUMO comes out at 0.341 Ha.

Each line ends with the Löwdin charge.
Element x y z (Å)
C 2.42 0.27 0.73  -0.4352
S 1.07 1.51 1.20  0.3900
P -0.54 0.18 1.22  0.5526
C -0.88 -0.08 -0.59  -0.9345
C -2.17 -0.70 -1.06  -0.4169
S -0.66 -1.74 -1.16  0.7066
H 3.36 0.73 1.11  0.0202
H 2.33 0.21 -0.41  0.0427
H 2.17 -0.63 1.40  0.0409
H -1.34 1.29 1.08  -0.1050
H -0.35 0.69 -1.11  0.0321
H -2.84 -1.17 -0.37  0.0532
H -2.56 -0.55 -2.05  0.0533

***

Entry 19:
C3H7S | ωB97M-V/def2-TZVPD

The gap between HOMO and LUMO (spin up / spin down) comes out at 0.114 / 0.263 Ha. Its total charge is -2. The expectation value of S² is 0.751. Its multiplicity is 2.

Each line ends with the Löwdin charge.
Element x y z (Å)
S -1.07 -3.62 -2.61  -0.4743
H -1.12 -3.86 -1.31  -0.5324
C -0.39 1.38 1.12  -0.6041
C 0.31 0.22 0.50  -0.2842
C 1.03 0.42 -0.60  -0.0896
H -0.25 2.33 0.60  -0.0490
H -1.47 1.21 1.25  -0.0190
H -0.10 1.56 2.17  -0.0624
H 0.39 -0.72 1.02  0.0712
H 1.64 -0.32 -1.10  0.0321
H 1.03 1.41 -1.03  0.0117

***

Entry 20:
C3H8 | ωB97M-V/def2-TZVPD

The gap between HOMO and LUMO comes out at 0.398 Ha.

Each line ends with the Löwdin charge.
Element x y z (Å)
C -0.92 1.65 0.72  -0.0853
C -1.95 0.83 0.88  -0.0900
H -0.19 1.81 1.50  0.0448
H -0.77 2.12 -0.25  0.0462
H -2.44 0.65 1.83  0.0437
H -2.42 0.30 0.06  0.0437
C 1.75 -1.48 -0.92  -0.0517
H 2.40 -2.28 -1.25  0.0110
H 1.62 -1.39 0.16  0.0135
H 2.15 -0.59 -1.40  0.0133
H 0.75 -1.62 -1.33  0.0108

***

Largest force on an atom per entry: 4.32; 2.83; 5.28; 6.63; 0.92; 3.64; 2.07; 1.31; 1.07; 3.55; 3.38; 6.47; 0.99; 1.94; 1.41; 4.28; 2.05; 2.09; 1.18; 1.06 eV/Å
Energy relative to the best compared isomer or geometry (same formula, charge and spin) per entry: 132.14; 397.13; 124.92; 409.97; 25.56; 237.63; 74.42; 75.61; 53.59; 212.14; 275.05; 223.72; 102.82; 86.45; 92.94; 396.45; 149.22; 57.64; 0.00; 147.34 kJ/mol
Energy per entry: -268.62969; -268.52876; -268.44758; -610.20185; -667.23355; -667.15277; -344.28187; -344.28142; -344.28981; -1159.02021; -590.98479; -534.99299; -591.92912; -591.93535; -990.09459; -857.87104; -857.96520; -1256.17817; -516.54443; -119.03935 hartree